(1)
{
  "formula": "C34H56N3NiO2SbSi4",
  "method": "ωB97M-V/def2-TZVPD",
  "elements": ["Ni", "C", "Si", "C", "N", "C", "C", "C", "C", "C", "C", "C", "C", "C", "C", "C", "C", "C", "C", "C", "C", "C", "H", "H", "H", "H", "H", "H", "H", "H", "H", "H", "H", "H", "H", "H", "H", "H", "H", "H", "H", "H", "H", "H", "H", "H", "O", "N", "N", "O", "C", "C", "C", "C", "C", "C", "H", "H", "H", "H", "H", "C", "Si", "C", "C", "Sb", "Si", "C", "C", "C", "Si", "C", "C", "C", "H", "H", "H", "H", "H", "H", "H", "H", "H", "H", "H", "H", "H", "H", "H", "H", "H", "H", "H", "H", "H", "H", "H", "H", "H", "H", "H"],
  "xyz": [[-2.359, -0.671, -1.011], [-3.950, -1.721, -0.728], [-4.702, -0.681, 0.574], [-3.240, -0.758, 1.767], [-1.996, -0.530, 0.950], [-1.455, 0.834, 1.214], [-0.953, 1.036, 2.640], [0.039, -0.046, 3.061], [-0.489, -1.442, 2.741], [-0.951, -1.531, 1.292], [-6.241, -1.273, 1.480], [-7.403, -0.508, 1.585], [-8.521, -0.986, 2.256], [-8.497, -2.245, 2.838], [-7.353, -3.026, 2.742], [-6.242, -2.542, 2.068], [-4.948, 1.101, 0.035], [-5.128, 2.114, 0.982], [-5.248, 3.443, 0.602], [-5.195, 3.785, -0.743], [-5.027, 2.796, -1.700], [-4.903, 1.467, -1.312], [-4.479, -1.865, -1.669], [-3.684, -2.705, -0.322], [-3.212, -1.776, 2.165], [-3.272, -0.097, 2.631], [-2.238, 1.553, 0.966], [-0.639, 0.987, 0.511], [-1.787, 1.060, 3.345], [-0.487, 2.023, 2.690], [0.254, 0.043, 4.128], [0.997, 0.078, 2.550], [-1.312, -1.701, 3.412], [0.296, -2.186, 2.897], [-1.362, -2.516, 1.064], [-0.098, -1.372, 0.625], [-7.440, 0.477, 1.134], [-9.413, -0.375, 2.323], [-9.367, -2.619, 3.362], [-7.329, -4.012, 3.189], [-5.361, -3.172, 1.992], [-5.171, 1.863, 2.037], [-5.382, 4.212, 1.353], [-5.287, 4.822, -1.043], [-4.989, 3.057, -2.750], [-4.755, 0.705, -2.069], [-2.699, -0.701, -2.851], [-1.935, 0.038, -3.565], [-1.026, 0.617, -2.904], [-0.870, 0.433, -1.604], [-0.125, 1.495, -3.591], [-0.536, 2.155, -4.740], [0.361, 2.993, -5.382], [1.641, 3.175, -4.877], [2.030, 2.511, -3.722], [1.145, 1.667, -3.070], [-1.538, 2.010, -5.114], [0.052, 3.514, -6.279], [2.334, 3.836, -5.380], [3.029, 2.652, -3.329], [1.418, 1.121, -2.179], [6.915, -1.339, -0.132], [5.679, -1.651, 1.249], [5.653, -3.477, 1.677], [6.292, -0.720, 2.760], [3.261, -0.982, 0.702], [3.646, 1.547, 0.813], [3.710, 1.927, 2.651], [5.225, 2.121, -0.025], [2.209, 2.539, 0.126], [3.327, -1.768, -1.739], [1.571, -1.996, -2.349], [4.114, -3.473, -1.759], [4.271, -0.619, -2.881], [7.915, -1.622, 0.211], [6.942, -0.284, -0.409], [6.699, -1.913, -1.033], [6.663, -3.833, 1.896], [5.248, -4.085, 0.867], [5.035, -3.644, 2.561], [7.254, -1.141, 3.066], [5.603, -0.815, 3.602], [6.444, 0.342, 2.560], [4.462, 1.349, 3.186], [2.740, 1.716, 3.108], [3.925, 2.989, 2.801], [6.110, 1.708, 0.462], [5.299, 3.211, 0.013], [5.243, 1.815, -1.073], [1.252, 2.025, 0.222], [2.345, 2.795, -0.925], [2.142, 3.479, 0.682], [1.000, -2.643, -1.680], [1.589, -2.466, -3.337], [1.029, -1.055, -2.432], [3.597, -4.151, -1.077], [5.170, -3.464, -1.490], [4.028, -3.889, -2.767], [3.799, 0.364, -2.928], [4.287, -1.028, -3.895], [5.303, -0.486, -2.550]],
  "mulliken_charge": [-0.019, -0.901, -0.056, -0.970, 1.072, 0.889, -0.829, 0.290, -0.802, -0.372, 0.680, -0.276, -0.666, -0.380, -0.735, -0.406, 0.310, 0.243, -0.765, -0.459, -0.730, -0.478, 0.597, 0.322, 0.587, 0.143, 0.273, -1.483, 0.328, 0.567, 0.465, -0.688, 0.328, 0.535, 0.480, -0.373, 0.303, 0.388, 0.368, 0.384, 0.289, 0.444, 0.407, 0.390, 0.429, 0.374, -0.372, -0.667, 1.113, -0.717, -0.659, -0.402, -0.511, -0.752, -0.667, 0.853, 0.522, 0.366, 0.417, 0.395, 0.264, -1.046, 0.500, -1.107, -1.207, -0.322, 0.496, -1.026, -1.131, -0.069, 0.414, -0.372, -1.148, -0.539, 0.432, 0.276, 0.275, 0.367, 0.284, 0.309, 0.408, 0.325, 0.282, 0.230, 0.253, 0.390, 0.265, 0.437, 0.255, -0.411, 0.088, 0.527, 0.302, 0.456, -0.326, 0.293, 0.254, 0.394, -0.230, 0.411, 0.326],
  "e_homo_ev": -7.911,
  "relative_energy_kcal_mol": 0.0,
  "lumo_energy_ev": 0.562,
  "e_tot_ha": -4550.4739,
  "mol_weight_g_mol": 831.64
}

(2)
{
  "formula": "C10H9N2O2",
  "method": "ωB97M-V/def2-TZVPD",
  "elements": ["C", "C", "C", "C", "C", "C", "C", "C", "C", "C", "N", "N", "O", "O", "H", "H", "H", "H", "H", "H", "H", "H", "H"],
  "xyz": [[-0.970, 1.277, -0.440], [-2.111, 0.541, -0.231], [2.763, 1.093, -0.302], [2.996, -0.144, 0.246], [0.361, 0.730, -0.172], [0.727, -0.456, 0.396], [1.500, 1.592, -0.532], [-2.149, -0.745, 0.227], [-1.069, -1.440, 0.663], [-2.766, -2.725, 0.948], [1.991, -0.928, 0.650], [1.276, 2.770, -1.130], [-3.279, -1.454, 0.477], [-1.459, -2.541, 1.349], [-1.071, 2.256, -0.847], [-3.032, 1.032, -0.746], [3.644, 1.663, -0.689], [4.031, -0.474, 0.272], [-3.439, -3.165, 1.689], [-2.786, -3.336, 0.028], [2.349, -1.759, 1.138], [2.133, 3.166, -1.466], [0.360, 3.048, -1.527]],
  "mulliken_charge": [-0.822, -0.599, -0.650, -0.498, 1.042, -0.081, 0.875, 0.534, 0.296, -0.199, -0.027, -0.370, -0.453, -0.393, 0.227, 0.268, 0.257, 0.349, 0.253, 0.276, 0.291, 0.224, 0.200],
  "e_homo_ev": [-11.439, -11.438],
  "charge": 1,
  "relative_energy_kcal_mol": 34.0,
  "lumo_energy_ev": [-4.036, -4.036],
  "e_tot_ha": -646.0784,
  "mol_weight_g_mol": 189.19
}

(3)
{
  "formula": "C11H20N2O3",
  "method": "ωB97M-V/def2-TZVPD",
  "elements": ["C", "C", "N", "C", "C", "C", "C", "C", "N", "C", "O", "C", "C", "C", "O", "O", "H", "H", "H", "H", "H", "H", "H", "H", "H", "H", "H", "H", "H", "H", "H", "H", "H", "H", "H", "H"],
  "xyz": [[-0.072, 1.762, 1.227], [1.390, 1.339, 1.324], [1.766, 0.442, 0.240], [3.185, 0.517, -0.079], [3.498, 1.724, -0.959], [1.323, -0.921, 0.479], [1.199, -1.705, -0.834], [0.031, -2.693, -0.797], [-1.235, -2.000, -0.744], [-2.027, -1.991, 0.351], [-1.816, -2.659, 1.343], [-3.208, -1.086, 0.256], [-3.186, 0.131, -0.284], [-4.378, 1.001, -0.259], [-5.451, 0.715, 0.204], [-4.130, 2.187, -0.837], [-0.282, 2.530, 1.967], [-0.744, 0.927, 1.408], [-0.272, 2.165, 0.238], [1.582, 0.881, 2.310], [2.010, 2.234, 1.250], [3.454, -0.386, -0.630], [3.804, 0.548, 0.834], [3.303, 2.658, -0.439], [2.882, 1.696, -1.854], [4.545, 1.707, -1.251], [1.988, -1.454, 1.178], [0.339, -0.870, 0.945], [2.114, -2.259, -1.048], [1.040, -0.990, -1.644], [0.052, -3.332, -1.686], [0.086, -3.319, 0.095], [-1.452, -1.383, -1.510], [-4.103, -1.431, 0.757], [-2.312, 0.566, -0.746], [-4.921, 2.748, -0.807]],
  "mulliken_charge": [-1.199, -0.696, 0.423, -0.588, -1.258, -0.623, -0.538, -1.017, -0.149, 0.725, -0.638, 0.014, -0.451, 0.171, -0.569, -0.435, 0.467, 0.241, 0.273, 0.291, 0.470, 0.391, 0.343, 0.302, 0.300, 0.422, 0.161, 0.359, 0.402, 0.350, 0.397, 0.384, 0.211, 0.412, 0.301, 0.350],
  "e_homo_ev": -8.593,
  "relative_energy_kcal_mol": 25.1,
  "lumo_energy_ev": -0.047,
  "e_tot_ha": -766.3854,
  "mol_weight_g_mol": 228.29,
  "smiles": "CCN(CC)CCCNC(=O)/C=C/C(=O)O"
}

(4)
{
  "formula": "C36H27Cl2HgN10O4S3",
  "method": "ωB97M-V/def2-TZVPD",
  "elements": ["Hg", "Cl", "C", "C", "C", "N", "C", "O", "C", "C", "C", "C", "C", "N", "C", "C", "C", "Cl", "N", "C", "O", "C", "C", "C", "C", "C", "N", "H", "H", "H", "H", "H", "H", "H", "H", "H", "H", "C", "N", "C", "C", "N", "C", "S", "C", "C", "C", "C", "C", "N", "H", "H", "H", "H", "H", "H", "H", "H", "H", "N", "C", "C", "C", "C", "C", "C", "S", "O", "O", "N", "C", "S", "C", "C", "N", "H", "H", "H", "H", "H", "H", "H", "H"],
  "xyz": [[0.380, 0.403, -0.024], [-2.160, -3.542, 5.452], [-1.568, -2.216, 4.477], [-1.739, -2.268, 3.110], [-1.300, -1.241, 2.262], [-1.365, -1.342, 0.880], [-2.251, -2.164, 0.331], [-3.302, -2.643, 0.792], [-1.962, -2.606, -1.077], [-2.787, -3.165, -1.961], [-2.122, -3.315, -3.278], [-0.350, -2.186, -4.004], [0.224, -1.004, -3.273], [-0.151, -1.197, -1.877], [-0.650, -0.131, 2.859], [-0.494, -0.099, 4.244], [-0.945, -1.123, 5.053], [-0.728, -0.994, 6.783], [-0.098, 0.882, 2.058], [-0.039, 2.143, 2.495], [-0.581, 2.629, 3.495], [0.798, 3.088, 1.658], [0.365, 4.398, 1.488], [1.154, 5.263, 0.753], [2.364, 4.807, 0.252], [2.720, 3.491, 0.498], [1.952, 2.639, 1.170], [-2.237, -3.121, 2.678], [-3.830, -3.334, -1.745], [-2.446, -4.142, -3.910], [0.173, -2.501, -4.903], [1.195, -0.575, -3.483], [-0.019, 0.755, 4.699], [-0.573, 4.700, 1.931], [0.829, 6.279, 0.566], [3.006, 5.439, -0.346], [3.654, 3.096, 0.119], [-3.046, 0.183, -3.974], [-2.188, -0.788, -3.327], [-1.900, -1.969, -4.092], [-0.623, -3.282, -2.966], [-0.578, -2.558, -1.624], [-0.985, -0.276, -2.716], [-1.005, 1.352, -2.027], [0.333, -3.227, -0.639], [0.082, -4.566, -0.381], [0.761, -5.182, 0.653], [1.653, -4.362, 1.426], [1.790, -3.043, 1.092], [1.169, -2.424, 0.059], [-3.999, -0.296, -4.207], [-2.618, 0.588, -4.903], [-3.228, 1.009, -3.291], [-2.365, -1.936, -5.079], [-0.017, -4.179, -2.916], [-0.672, -5.104, -0.942], [0.575, -6.217, 0.901], [2.177, -4.756, 2.286], [2.436, -2.401, 1.684], [0.525, -0.232, -8.075], [1.042, 0.577, -7.047], [0.180, 1.201, -6.144], [0.679, 2.001, -5.133], [2.051, 2.201, -5.021], [2.913, 1.600, -5.922], [2.412, 0.791, -6.933], [2.667, 3.166, -3.658], [4.100, 3.276, -3.877], [1.909, 4.392, -3.640], [2.284, 2.320, -2.389], [2.991, 1.249, -2.039], [4.611, 0.853, -2.653], [4.612, -0.585, -1.696], [3.469, -0.669, -0.989], [2.565, 0.347, -1.169], [-0.375, -0.632, -7.855], [1.168, -0.943, -8.388], [-0.889, 1.035, -6.226], [0.017, 2.440, -4.397], [3.977, 1.759, -5.810], [3.088, 0.311, -7.633], [5.439, -1.273, -1.702], [3.196, -1.474, -0.329]],
  "mulliken_charge": [1.894, -0.282, -0.239, -0.165, -0.005, 0.105, -0.733, -0.838, 0.836, -1.121, -0.349, -0.570, -1.216, -0.345, 0.054, -0.636, 0.026, -0.279, 0.087, 0.009, -0.740, 0.675, -0.756, -0.387, -0.625, -0.251, -0.244, 0.608, 0.469, 0.595, 0.567, 0.535, 0.542, 0.448, 0.379, 0.384, 0.510, -1.066, 0.421, -0.438, -0.435, 1.143, 0.193, -0.545, -0.267, -0.733, -1.000, -1.044, -0.079, 0.299, 0.412, 0.194, 0.420, 0.559, 0.760, 0.297, 0.366, 0.313, 0.456, -0.642, 0.776, -0.661, -0.200, -0.380, -0.432, -0.731, 1.115, -0.742, -0.789, 0.145, -0.347, -0.205, -0.447, -0.780, 0.486, 0.245, 0.225, 0.253, 0.572, 0.487, 0.308, 0.441, 0.135],
  "e_homo_ev": [0.354, -2.111],
  "charge": -2,
  "relative_energy_kcal_mol": 100.2,
  "lumo_energy_ev": [3.747, 3.739],
  "multiplicity": 2,
  "e_tot_ha": -4504.9099,
  "mol_weight_g_mol": 1031.38
}

(5)
{
  "formula": "C15H27AlClIN2OP2S",
  "method": "ωB97M-V/def2-TZVPD",
  "elements": ["C", "C", "H", "H", "H", "O", "I", "Al", "P", "C", "C", "H", "H", "H", "H", "H", "H", "C", "H", "H", "H", "P", "C", "C", "H", "H", "H", "C", "H", "H", "H", "H", "H", "H", "Cl", "N", "C", "N", "C", "C", "C", "C", "C", "C", "S", "H", "H", "H", "H", "H", "H"],
  "xyz": [[-2.141, 4.267, -3.108], [-1.699, 3.034, -2.397], [-2.898, 4.107, -3.902], [-1.261, 4.754, -3.566], [-2.560, 4.976, -2.371], [-1.860, 1.839, -2.350], [0.064, 4.064, -0.673], [0.082, 1.616, -0.206], [-1.684, 0.835, 1.309], [-2.737, -0.666, 1.419], [-1.255, 1.113, 3.068], [-2.176, 1.231, 3.654], [-3.779, 1.854, 1.955], [-0.660, 2.026, 3.178], [-2.710, 3.063, 1.132], [-2.143, -1.570, 1.595], [-0.690, 0.273, 3.473], [-3.072, 2.027, 1.129], [-3.472, -0.555, 2.228], [-3.579, 1.822, 0.171], [-3.280, -0.786, 0.476], [1.547, 0.283, -1.659], [1.451, -1.378, -2.440], [1.689, 1.228, -3.233], [3.527, 1.307, -0.665], [3.954, 0.187, -1.976], [3.499, -0.448, -0.379], [3.294, 0.334, -1.111], [1.865, 2.296, -3.040], [2.515, 0.792, -3.817], [2.305, -1.531, -3.116], [0.531, -1.437, -3.031], [0.746, 1.109, -3.793], [1.436, -2.179, -1.694], [1.671, 2.394, 1.369], [2.636, 0.013, 2.920], [1.991, -1.020, 2.375], [1.100, -0.964, 1.392], [0.592, -2.204, 1.044], [-0.375, -2.547, 0.050], [-0.755, -3.893, -0.121], [-0.177, -4.884, 0.674], [0.773, -4.550, 1.647], [1.158, -3.240, 1.837], [2.325, -2.653, 3.002], [3.315, -0.147, 3.658], [2.452, 0.952, 2.537], [-0.839, -1.775, -0.596], [-1.507, -4.171, -0.879], [-0.463, -5.922, 0.537], [1.251, -5.277, 2.291]],
  "mulliken_charge": [-1.143, 0.624, 0.384, 0.373, 0.373, -0.311, 0.074, 0.362, 1.303, -1.232, -1.316, 0.478, 0.461, 0.364, 0.353, 0.270, 0.302, -1.314, 0.504, 0.362, 0.408, 1.296, -1.235, -1.308, 0.367, 0.482, 0.299, -1.321, 0.351, 0.460, 0.505, 0.406, 0.359, 0.274, -0.647, -0.160, 0.280, 0.127, -0.584, 0.046, -0.937, -0.863, -0.335, 0.628, -0.259, 0.237, -0.001, 0.585, 0.439, 0.410, 0.423],
  "e_homo_ev": -13.063,
  "charge": 2,
  "relative_energy_kcal_mol": 61.4,
  "lumo_energy_ev": -8.099,
  "e_tot_ha": -2853.3093,
  "mol_weight_g_mol": 534.75
}